# 1
# C5H11N

A cluster of 2 separate species, C5H11N in total (the ωB97M-V functional and the def2-TZVPD basis, OMol25).

```
17
C5H11N the ωB97M-V functional and the def2-TZVPD basis
C -3.095 -1.689 1.691
C 3.527 0.351 -0.657
C 2.497 1.026 -1.354
C 1.056 1.163 -1.480
C -0.015 0.569 -0.569
N -2.465 -0.547 1.023
H -2.326 -2.518 1.973
H -3.817 -1.332 2.627
H -3.584 -2.278 0.904
H 4.479 0.829 -0.819
H 2.914 1.752 -2.092
H 0.550 1.605 -2.358
H -0.850 1.263 -0.559
H 0.300 0.429 0.461
H -0.375 -0.436 -0.890
H 3.187 -0.076 0.291
H -1.983 -0.112 1.806
```

Calculated values
total charge	0
energy relative to the best compared isomer or geometry (same formula, charge and spin)	187.2	kcal/mol

# 2
# C5H12NO2

A cluster of 2 separate species, C5H12NO2 in total (the ωB97M-V functional and the def2-TZVPD basis, OMol25).

```
20
C5H12NO2 the ωB97M-V functional and the def2-TZVPD basis
N -0.216 1.244 0.606
C -0.615 0.409 1.734
C 0.552 -0.615 1.961
C 1.120 -0.830 0.530
C 0.205 0.168 -0.344
C -0.838 -0.677 -1.157
O -0.416 -1.025 -2.382
H 0.516 1.913 0.791
H -0.715 1.060 2.622
H -1.583 -0.057 1.592
H 1.199 0.028 2.573
H 0.219 -1.535 2.443
H 2.182 -0.657 0.426
H 0.825 -1.839 0.194
H 0.972 0.596 -1.001
H -0.953 -1.574 -0.505
H -1.823 -0.147 -1.109
H -0.219 1.771 -2.435
H -0.225 0.367 -3.239
O -0.185 1.399 -3.300
```

Calculated values
total charge	-1
energy relative to the best compared isomer or geometry (same formula, charge and spin)	67.8	kcal/mol

# 3
# C31H47AlBN8S4

A structure of composition C31H47AlBN8S4 (the ωB97M-V functional and the def2-TZVPD basis, OMol25).

```
92
C31H47AlBN8S4 the ωB97M-V functional and the def2-TZVPD basis
Al -0.320 2.435 1.913
C 4.361 -0.273 1.646
C 3.051 -0.875 1.245
C 2.853 -2.245 1.069
C 1.546 -2.780 0.756
N 0.505 -2.031 0.544
N 0.791 -0.606 0.540
B -0.336 0.231 0.028
N -1.744 -0.256 0.319
N -2.260 -0.898 -0.756
C -3.489 -1.348 -0.624
C -4.240 -1.116 0.560
C -3.659 -0.564 1.701
C -4.422 -0.225 2.930
C -2.283 -0.139 1.551
S -1.377 0.564 2.895
C -3.996 -2.128 -1.850
C -4.364 -3.539 -1.313
C -5.226 -1.501 -2.413
C -2.858 -2.219 -2.914
N -0.298 1.144 -1.142
N 0.183 0.456 -2.251
C 0.408 1.138 -3.337
C 0.317 2.528 -3.394
C -0.214 3.237 -2.322
C -0.425 4.726 -2.346
C -0.517 2.508 -1.138
S -1.520 3.169 0.185
C 0.869 0.348 -4.574
C 2.109 0.966 -5.313
C -0.223 0.382 -5.655
C 1.268 -1.050 -4.077
C 1.879 -0.043 1.135
S 1.931 1.655 1.470
C 1.340 -4.326 0.908
C 2.295 -5.011 -0.062
C -0.127 -4.678 0.664
C 1.648 -4.816 2.327
H 5.191 -0.965 1.515
H 4.555 0.629 1.083
H 4.386 0.057 2.707
H 3.659 -2.989 1.205
H -5.260 -1.490 0.546
H -5.334 -0.837 2.980
H -3.791 -0.531 3.788
H -4.684 0.821 3.048
H -5.159 -3.513 -0.567
H -4.711 -4.169 -2.125
H -3.483 -3.969 -0.804
H -5.986 -1.395 -1.628
H -5.030 -0.507 -2.825
H -5.702 -2.074 -3.194
H -2.021 -2.725 -2.439
H -3.134 -2.762 -3.778
H -2.560 -1.167 -3.225
H 0.711 3.115 -4.216
H 0.150 5.159 -3.157
H -1.516 4.878 -2.500
H -0.205 5.170 -1.360
H 1.820 1.860 -5.840
H 2.865 1.249 -4.573
H 2.571 0.246 -5.996
H -0.325 1.376 -6.140
H 0.041 -0.396 -6.372
H -1.158 0.093 -5.195
H 2.216 -0.966 -3.494
H 0.568 -1.494 -3.389
H 1.464 -1.672 -4.979
H 2.169 -4.644 -1.047
H 3.339 -4.779 0.204
H 2.302 -6.101 -0.027
H -0.480 -4.601 -0.367
H -0.324 -5.722 0.937
H -0.800 -3.995 1.231
H 2.651 -4.468 2.684
H 0.995 -4.277 3.018
H 1.648 -5.879 2.532
S -0.565 3.959 3.543
C 0.925 4.402 4.393
N 1.257 5.632 4.637
C 2.572 6.044 5.131
C 3.591 4.973 4.859
C 3.030 3.638 5.304
N 1.705 3.400 4.774
H 0.591 6.360 4.339
H 2.418 6.243 6.208
H 2.831 7.046 4.684
H 4.571 5.134 5.339
H 3.764 4.923 3.779
H 3.033 3.517 6.429
H 3.691 2.870 4.970
H 1.489 2.471 4.466
```

Calculated values
total charge	+3
energy	-3506.8090	a.u.

# 4
# C24H17I2O3Ti

A structure of composition C24H17I2O3Ti (the ωB97M-V functional and the def2-TZVPD basis, OMol25).

```
47
C24H17I2O3Ti the ωB97M-V functional and the def2-TZVPD basis
Ti -0.159 -0.781 -2.567
O 0.058 -0.947 -0.385
C 1.341 -0.709 0.217
C 2.318 -0.604 -0.991
O 3.490 -0.388 -0.793
O 1.738 -0.762 -2.134
C 1.272 0.596 0.990
C 1.609 1.806 0.395
C 1.429 2.998 1.081
C 0.906 2.994 2.365
C 0.564 1.791 2.965
C 0.747 0.599 2.281
C 1.755 -1.893 1.070
C 1.039 -3.082 1.048
C 1.455 -4.159 1.822
C 2.588 -4.057 2.612
C 3.314 -2.872 2.623
C 2.902 -1.796 1.855
H -0.667 -0.660 0.185
H 2.012 1.818 -0.609
H 1.690 3.933 0.603
H 0.764 3.927 2.897
H 0.154 1.777 3.967
H 0.489 -0.341 2.755
H 0.175 -3.180 0.404
H 0.892 -5.083 1.791
H 2.912 -4.899 3.211
H 4.208 -2.788 3.228
H 3.472 -0.876 1.847
I -0.476 -3.574 -2.620
C -2.136 -0.599 -1.881
C -3.336 -1.186 -1.573
C -4.439 -0.350 -1.264
C -4.351 1.024 -1.262
C -3.129 1.662 -1.575
C -2.841 3.048 -1.611
C -1.576 3.477 -1.937
C -0.518 2.586 -2.253
C -0.745 1.234 -2.220
C -2.050 0.806 -1.879
H -3.461 -2.263 -1.572
H -5.391 -0.812 -1.025
H -5.224 1.620 -1.018
H -3.620 3.769 -1.385
H -1.380 4.544 -1.962
H 0.447 3.004 -2.523
I -0.241 -0.354 -5.170
```

Calculated values
total charge	-1
energy	-2595.5560	a.u.